Molecular formula: C28H35N3OTi
Method: DFT, ωB97M-V with the def2-TZVPD basis set

Atoms and positions in Å:
Ti -0.188981 -0.229992 0.891869
N 0.264835 -2.879249 5.363457
N -0.763357 -2.342592 -0.991207
C 0.664619 1.669855 0.536103
C 1.763412 0.800266 0.897419
C 1.660067 0.523673 2.326060
C 2.625314 -0.059926 3.191077
H 3.550643 -0.415953 2.738173
H 2.107665 -1.493135 4.115099
H 2.810685 0.490417 4.123553
C 0.371610 0.997470 2.766578
C -0.093634 0.928214 4.187727
H 0.678308 1.308806 4.874408
H -0.308987 -0.101955 4.511367
H -0.996475 1.530942 4.346749
C -0.210549 1.779277 1.708890
C -1.248802 2.829617 1.888910
H -1.887313 2.625873 2.751522
H -1.898399 2.954809 1.016561
H -0.761451 3.801640 2.061574
C 2.856583 0.329662 0.002997
H 3.705836 1.028201 0.023163
H 2.508628 0.259830 -1.037319
H 3.239880 -0.652332 0.320982
C 0.529054 2.459363 -0.716713
H -0.517294 2.601879 -0.987393
H 1.020822 1.966896 -1.557807
H 0.974168 3.459920 -0.632010
C -0.608698 -3.749529 5.842785
H -0.562319 -3.926988 6.918609
C -1.577877 -4.413422 5.064567
H -2.319427 -5.045458 5.543213
C -1.556612 -4.207587 3.685101
H -2.297782 -4.699709 3.053905
C -0.501059 -3.510030 3.132164
H -0.332689 -3.434001 2.056730
C 0.472213 -2.882860 4.006387
C 1.553059 -2.193702 3.475846
H 1.837156 -2.405188 2.446616
C -0.750738 -1.016425 -1.297952
C -0.060528 -3.025571 -1.973860
H 0.012455 -4.102299 -1.977886
C 0.388580 -2.156227 -2.928946
H 1.004586 -2.354958 -3.790570
N -0.164711 -0.909999 -2.613810
C -0.308437 0.221634 -3.411915
C 0.618760 0.574252 -4.427206
C 0.343000 1.703119 -5.206864
H 1.000171 1.966636 -6.032361
C -0.745816 2.532597 -4.937399
C -0.973229 3.772970 -5.769023
H -1.530472 4.540513 -5.207193
H -1.557498 3.540966 -6.676378
H -0.011013 4.197097 -6.097193
C -1.635862 2.181474 -3.918757
H -2.501361 2.806709 -3.693949
C -1.439155 1.025294 -3.150494
C -2.364788 0.689048 -2.048419
H -2.222134 -0.386066 -1.713035
H -3.379117 0.948402 -2.346626
H -2.149890 1.292691 -1.160444
C 1.920253 -0.106158 -4.715621
H 1.786689 -1.071948 -5.218389
H 2.538968 -0.258745 -3.827627
H 2.523600 0.544717 -5.373563
O -1.996820 -0.715273 1.841578
H -2.074518 -1.533169 2.374168
H -2.833798 -0.604250 1.351997

Forces on the atoms, in the same order (eV/Å):
-0.3617 -2.1659 -0.3531
0.0791 -0.7447 0.9663
0.8848 1.2307 0.0842
0.3630 0.2348 1.4586
-1.4659 0.1455 0.0846
2.8752 -0.0939 1.7795
0.3640 4.0195 -2.3672
-0.1473 -0.0542 0.0006
-0.2947 -1.2557 -0.3823
-0.6329 -0.8941 0.1179
-0.3853 0.7699 -1.0724
-0.2563 -0.2545 0.1874
-0.1139 -0.0418 -0.2297
0.1270 0.2025 -0.0898
0.1393 -0.1269 -0.0353
1.4790 0.3498 -0.4873
-0.3348 0.2733 -0.1485
0.0257 -0.0169 -0.0913
0.0409 -0.0510 0.0100
-0.1149 -0.1530 0.0203
0.2663 -0.0064 -0.1422
-0.0272 -0.1095 -0.0112
0.1367 -0.0755 0.1505
-0.1663 0.2498 -0.1459
-0.0260 0.2070 -0.3177
0.0337 0.0411 -0.0495
-0.0538 -0.0120 -0.0185
0.0226 -0.1109 0.1351
-0.5062 0.3277 -0.7956
-0.2430 0.2084 -0.0049
0.0142 -0.1430 1.1499
0.0700 0.0398 -0.0718
0.7383 -0.1164 -0.7075
0.0917 0.1511 0.0046
-0.7802 -0.1646 0.1265
-0.2400 -0.0581 0.1162
0.7257 0.9003 -1.1642
-1.4265 -1.9076 0.8262
0.0988 0.4160 0.0952
1.9242 -2.2829 0.2566
-0.1671 0.6756 -0.2343
0.2606 0.0440 0.1411
-1.0315 -0.2747 0.0720
-0.3253 0.1121 -0.0569
0.8638 -0.7313 1.7981
0.3913 0.6213 -0.4265
-0.6257 0.6011 -0.0439
-0.5070 0.0250 0.6197
0.0799 -0.0312 0.2019
-0.4233 -0.0294 -0.0173
-0.0768 0.1272 -0.1786
0.2538 -0.2655 -0.1919
0.1778 0.0805 0.2748
-0.3527 -0.0514 0.1175
0.4757 -0.3859 -0.0365
0.2101 -0.0536 -0.0968
0.7835 0.3333 -0.7441
-1.3272 -0.0245 0.1018
-1.1465 1.6428 -0.5948
-0.3130 -0.0217 -0.1280
0.0795 -0.2252 0.0536
0.5541 -0.1504 -0.2541
0.1271 0.1635 0.0917
-0.2425 -0.1714 0.1133
-0.3300 -0.3569 0.1594
-1.1429 -0.3561 0.0432
0.2591 -0.0607 0.0118
0.5724 -0.1642 0.3200

Output
**HOMO-LUMO gap (alpha / beta)**: 0.14582 / 0.14230 Eh
**Multiplicity**: 2
**Calculated total energy**: -2176.73879 a.u.
**Total charge**: -1

Mulliken population analysis, charges in e, atoms 1 to 8: atom 1 (Ti): 0.40, atom 2 (N): -0.62, atom 3 (N): -0.65, atom 4 (C): 1.12, atom 5 (C): 0.06, atom 6 (C): 2.13, atom 7 (C): -2.15, atom 8 (H): 0.37